1.
C37H40P2S2Sb2Ti as an isolated structure, computed with ωB97M-V/def2-TZVPD.

Element x y z (Å)
1 Ti -0.563 0.088 -0.561
2 S 0.120 2.452 -0.694
3 P -1.054 2.233 0.983
4 C -0.985 0.655 1.546
5 P -2.182 -0.504 1.561
6 S -2.412 -1.450 -0.265
7 C -1.779 -1.796 2.775
8 C -2.618 -2.896 2.933
9 C -2.319 -3.874 3.864
10 C -1.173 -3.762 4.647
11 C -0.337 -2.668 4.493
12 C -0.639 -1.685 3.558
13 C -3.800 0.073 2.161
14 C -3.833 0.621 3.445
15 C -5.021 1.086 3.979
16 C -6.191 1.011 3.229
17 C -6.161 0.477 1.952
18 C -4.966 0.005 1.418
19 C -2.718 2.871 0.559
20 C -3.528 3.415 1.555
21 C -4.825 3.818 1.274
22 C -5.331 3.687 -0.012
23 C -4.533 3.142 -1.009
24 C -3.239 2.736 -0.721
25 C -0.512 3.420 2.254
26 C -0.343 4.770 1.952
27 C 0.045 5.659 2.937
28 C 0.274 5.208 4.235
29 C 0.117 3.866 4.536
30 C -0.274 2.973 3.544
31 H -3.510 -2.990 2.323
32 H -2.977 -4.725 3.983
33 H -0.939 -4.525 5.377
34 H 0.553 -2.576 5.104
35 H 0.000 -0.818 3.426
36 H -2.923 0.685 4.031
37 H -5.036 1.505 4.976
38 H -7.125 1.372 3.642
39 H -7.069 0.429 1.365
40 H -4.939 -0.413 0.419
41 H -3.154 3.525 2.565
42 H -5.438 4.234 2.063
43 H -6.341 4.005 -0.236
44 H -4.917 3.036 -2.015
45 H -2.627 2.326 -1.522
46 H -0.517 5.127 0.943
47 H 0.173 6.707 2.698
48 H 0.576 5.905 5.005
49 H 0.300 3.510 5.542
50 H -0.399 1.918 3.762
51 C -2.183 -0.893 -4.415
52 Sb -0.478 -0.189 -3.346
53 C -0.207 1.627 -4.419
54 C 0.997 -1.321 -4.434
55 C 2.377 -0.760 -4.227
56 C 2.850 0.198 -5.122
57 C 4.090 0.794 -4.972
58 C 4.898 0.426 -3.907
59 C 4.450 -0.539 -3.021
60 C 3.199 -1.142 -3.156
61 C 2.793 -2.171 -2.140
62 Sb 1.809 -1.315 -0.441
63 C 1.739 -3.107 0.696
64 C 3.512 -0.432 0.451
65 H -3.038 -0.270 -4.153
66 H -2.409 -1.920 -4.133
67 H -2.016 -0.841 -5.490
68 H -0.998 2.318 -4.127
69 H -0.243 1.462 -5.496
70 H 0.750 2.071 -4.152
71 H 0.715 -1.244 -5.485
72 H 0.921 -2.369 -4.146
73 H 2.221 0.478 -5.959
74 H 4.422 1.534 -5.688
75 H 5.873 0.874 -3.774
76 H 5.089 -0.847 -2.202
77 H 3.671 -2.689 -1.752
78 H 2.123 -2.931 -2.541
79 H 2.683 -3.644 0.607
80 H 0.921 -3.731 0.339
81 H 1.553 -2.865 1.742
82 H 4.257 -1.194 0.676
83 H 3.198 0.062 1.370
84 H 3.935 0.315 -0.217

2S+1 ... 3
E_HOMO (spin up / spin down) ... -6.312 / -7.792 eV
ΔE to the lowest compared entry with this formula, charge and spin ... 0.211 eV
Frontier orbital gap (spin up / spin down) ... 6.91 / 8.27 eV



2.
A 2-piece molecular cluster, C3H10NO2P overall at a distorted geometry, computed with ωB97M-V/def2-TZVPD.

Element x y z (Å)
1 C 2.277 -1.497 -0.048
2 C -0.748 1.840 -1.160
3 C -1.643 -0.601 1.301
4 N 0.832 -1.420 0.126
5 O 0.875 0.605 1.864
6 O -1.454 0.920 -1.952
7 P 0.130 -0.274 0.932
8 H 2.551 -1.554 -1.045
9 H 2.770 -0.613 0.423
10 H 2.699 -2.406 0.526
11 H -1.491 2.610 -0.841
12 H 0.081 2.451 -1.718
13 H -0.256 1.352 -0.134
14 H -1.728 -1.011 2.373
15 H -2.070 0.423 1.486
16 H -1.927 -1.394 0.569
17 H -0.899 0.567 -2.702

E_HOMO ... -9.450 eV
ΔE to the lowest compared entry with this formula, charge and spin ... 4.599 eV
Frontier orbital gap ... 9.48 eV



3.
A 2-piece molecular cluster, CO3S3 overall at a distorted geometry, computed with ωB97M-V/def2-TZVPD.

Element x y z (Å)
1 C 2.187 0.320 -0.142
2 O -2.365 0.709 -1.037
3 O -1.445 0.516 1.288
4 O 1.118 0.717 -0.391
5 S 3.530 -0.208 0.334
6 S -1.294 -1.980 -0.079
7 S -1.732 -0.074 0.026

SMILES string ... O=S(=O)=S.O=C=S
E_HOMO ... -10.405 eV
ΔE to the lowest compared entry with this formula, charge and spin ... 0.171 eV
Frontier orbital gap ... 9.16 eV



4.
C35H43IN5PPt as an isolated structure at a distorted geometry, computed with ωB97M-V/def2-TZVPD.

Element x y z (Å)
1 Pt -0.122 0.149 0.312
2 I -1.528 0.737 2.998
3 C -0.146 2.112 3.687
4 C 0.210 1.940 4.993
5 C 0.971 2.918 5.664
6 C 1.273 4.068 5.011
7 C 0.913 4.259 3.653
8 C 1.196 5.514 3.061
9 C 0.858 5.771 1.777
10 C 0.331 4.729 0.991
11 C 0.055 3.475 1.491
12 P -0.368 2.363 0.089
13 C -2.083 2.699 -0.404
14 C -2.951 3.350 0.470
15 C -4.267 3.600 0.094
16 C -4.717 3.219 -1.163
17 C -3.854 2.572 -2.046
18 C -2.546 2.307 -1.667
19 C 0.666 3.011 -1.242
20 C 2.052 2.909 -1.113
21 C 2.880 3.504 -2.053
22 C 2.335 4.168 -3.147
23 C 0.958 4.267 -3.281
24 C 0.123 3.703 -2.325
25 C 0.255 3.234 2.907
26 H -0.133 1.066 5.536
27 H 1.251 2.769 6.699
28 H 1.787 4.876 5.524
29 H 1.678 6.274 3.669
30 H 1.038 6.741 1.332
31 H 0.168 4.939 -0.056
32 H -2.603 3.673 1.444
33 H -4.937 4.104 0.782
34 H -5.738 3.434 -1.462
35 H -4.202 2.279 -3.030
36 H -1.885 1.786 -2.351
37 H 2.482 2.417 -0.246
38 H 3.954 3.475 -1.928
39 H 2.986 4.625 -3.883
40 H 0.528 4.807 -4.116
41 H -0.947 3.837 -2.416
42 C 4.749 0.257 -2.248
43 C 3.385 -0.239 -2.668
44 N 2.451 -0.108 -1.543
45 C 2.791 -0.024 -0.247
46 N 1.819 0.040 0.676
47 C 2.214 -0.057 2.098
48 C 3.500 0.695 2.352
49 C 4.563 0.071 1.482
50 N 4.092 -0.060 0.089
51 C 5.114 -0.378 -0.928
52 H 4.733 1.339 -2.117
53 H 5.492 0.017 -3.008
54 H 3.448 -1.284 -2.972
55 H 2.994 0.332 -3.507
56 H 1.459 -0.106 -1.713
57 H 2.348 -1.111 2.370
58 H 1.398 0.328 2.701
59 H 3.796 0.625 3.399
60 H 3.366 1.752 2.105
61 H 4.831 -0.914 1.867
62 H 5.470 0.673 1.461
63 H 5.217 -1.461 -1.029
64 H 6.060 0.007 -0.560
65 C -0.089 -2.907 0.710
66 C -1.089 -2.923 -0.437
67 N -2.468 -2.639 -0.023
68 C -3.342 -3.788 0.311
69 C -3.373 -4.125 1.795
70 C -2.911 -1.373 0.025
71 C -4.378 -1.145 0.257
72 N -2.117 -0.345 -0.204
73 H 0.921 -3.100 0.343
74 H -0.326 -3.651 1.472
75 H -0.079 -1.943 1.259
76 H -1.086 -3.902 -0.909
77 H -0.821 -2.194 -1.199
78 H -2.967 -4.637 -0.255
79 H -4.342 -3.589 -0.061
80 H -2.390 -4.436 2.156
81 H -4.068 -4.948 1.975
82 H -3.701 -3.272 2.395
83 H -4.975 -1.604 -0.534
84 H -4.588 -0.077 0.277
85 H -4.693 -1.580 1.207
86 H -2.667 0.495 -0.238

Total charge ... +2
E_HOMO ... -12.919 eV
ΔE to the lowest compared entry with this formula, charge and spin ... 0.737 eV
Frontier orbital gap ... 6.82 eV



5.
CH7N4 as an isolated structure at a distorted geometry, computed with ωB97M-V/def2-TZVPD.

Element x y z (Å)
1 C 2.716 -0.492 0.077
2 N -0.467 0.827 -0.713
3 N -2.652 0.170 0.160
4 N 1.421 0.066 0.331
5 N 0.519 0.453 -0.302
6 H 3.561 0.281 0.255
7 H 2.678 -1.501 0.576
8 H 2.812 -0.703 -0.925
9 H -1.736 0.629 -0.256
10 H -3.199 0.042 -0.741
11 H -2.547 -0.622 0.790
12 H -3.107 0.851 0.748

Total charge ... +1
E_HOMO ... -14.202 eV
ΔE to the lowest compared entry with this formula, charge and spin ... 1.616 eV
Frontier orbital gap ... 10.57 eV



6.
C54H46ClFeN4O7P3S3 as an isolated structure at a distorted geometry, computed with ωB97M-V/def2-TZVPD.

Element x y z (Å)
1 Fe 1.029 -1.506 0.358
2 O 3.970 -3.244 -2.076
3 P 2.438 -3.701 -1.628
4 O 1.979 -4.853 -2.526
5 O 1.383 -2.570 -1.492
6 O 2.569 -4.256 -0.129
7 P 3.275 -3.517 1.133
8 O 3.456 -4.825 2.053
9 O 4.530 -2.875 0.669
10 O 2.227 -2.591 1.787
11 H 4.363 -2.887 -1.233
12 H 3.132 -4.624 2.978
13 Cl -1.383 -3.855 -2.095
14 C -2.571 -3.635 -0.925
15 C -3.959 -3.309 -1.322
16 C -4.980 -3.716 -0.486
17 C -4.698 -4.390 0.697
18 C -3.443 -4.594 1.173
19 C -2.373 -3.968 0.411
20 P -0.698 -3.754 1.032
21 C -1.001 -2.906 2.589
22 C -2.129 -2.064 2.786
23 C -2.239 -1.515 4.065
24 C -1.286 -1.695 5.034
25 C -0.147 -2.490 4.777
26 C -0.016 -3.139 3.527
27 C -0.349 -5.493 1.472
28 C -1.095 -6.075 2.533
29 C -1.174 -7.441 2.662
30 C -0.503 -8.295 1.793
31 C 0.321 -7.731 0.815
32 C 0.380 -6.323 0.615
33 H -4.039 -2.896 -2.325
34 H -6.027 -3.542 -0.737
35 H -5.539 -4.709 1.336
36 H -3.232 -5.083 2.098
37 H -2.857 -1.814 2.024
38 H -3.101 -0.928 4.273
39 H -1.434 -1.292 6.023
40 H 0.575 -2.656 5.582
41 H 0.711 -3.920 3.298
42 H -1.590 -5.494 3.251
43 H -1.703 -7.919 3.522
44 H -0.568 -9.399 1.868
45 H 1.009 -8.310 0.204
46 H 0.925 -5.869 -0.219
47 N -0.186 0.200 0.171
48 S -1.319 1.061 -0.487
49 N -1.083 2.647 -0.662
50 S 0.153 3.588 -0.979
51 N 1.612 3.006 -0.748
52 S 2.169 1.478 -0.340
53 N 1.221 0.226 -0.320
54 C 3.047 1.881 1.259
55 C 3.125 0.885 2.187
56 C 3.866 1.074 3.355
57 C 4.478 2.332 3.583
58 C 4.262 3.375 2.691
59 C 3.549 3.144 1.517
60 C 3.363 1.250 -1.670
61 C 4.164 2.389 -2.031
62 C 5.074 2.235 -3.089
63 C 5.199 0.990 -3.775
64 C 4.450 -0.079 -3.375
65 C 3.482 0.027 -2.340
66 C -0.025 4.213 -2.618
67 C 0.968 4.029 -3.588
68 C 0.789 4.645 -4.808
69 C -0.306 5.518 -5.085
70 C -1.264 5.612 -4.103
71 C -1.195 4.941 -2.872
72 C 0.074 5.038 0.022
73 C -1.020 5.501 0.692
74 C -0.972 6.862 1.166
75 C 0.229 7.590 1.113
76 C 1.405 6.950 0.640
77 C 1.281 5.698 0.020
78 C -1.815 0.564 -2.126
79 C -1.037 -0.241 -2.984
80 C -1.483 -0.439 -4.315
81 C -2.675 0.067 -4.763
82 C -3.485 0.769 -3.855
83 C -3.039 1.123 -2.541
84 C -2.714 1.338 0.699
85 C -2.358 1.740 1.959
86 C -3.232 1.699 3.088
87 C -4.560 1.377 2.892
88 C -5.006 1.030 1.551
89 C -4.104 0.949 0.530
90 H 2.706 -0.109 2.001
91 H 3.937 0.223 4.029
92 H 5.020 2.516 4.558
93 H 4.733 4.367 2.823
94 H 3.444 3.924 0.762
95 H 3.891 3.326 -1.598
96 H 5.740 3.028 -3.372
97 H 5.965 0.960 -4.501
98 H 4.432 -1.105 -3.804
99 H 2.853 -0.812 -2.071
100 H 1.892 3.528 -3.351
101 H 1.590 4.488 -5.554
102 H -0.399 6.032 -5.992
103 H -2.119 6.246 -4.337
104 H -1.891 5.125 -2.090
105 H -1.940 4.972 0.977
106 H -1.890 7.264 1.599
107 H 0.252 8.620 1.457
108 H 2.376 7.397 0.766
109 H 2.231 5.197 -0.383
110 H -0.104 -0.685 -2.791
111 H -0.850 -0.979 -5.003
112 H -3.007 0.006 -5.800
113 H -4.481 1.162 -4.121
114 H -3.570 1.827 -1.925
115 H -1.382 2.163 2.057
116 H -2.888 1.889 4.107
117 H -5.281 1.391 3.698
118 H -6.069 0.889 1.425
119 H -4.412 0.539 -0.470

Total charge ... +1
2S+1 ... 6
E_HOMO (spin up / spin down) ... -8.126 / -9.786 eV
ΔE to the lowest compared entry with this formula, charge and spin ... 5.996 eV
Frontier orbital gap (spin up / spin down) ... 4.75 / 6.26 eV



7.
One molecule with the formula C4H9O2P at a distorted geometry, computed with ωB97M-V/def2-TZVPD.

Element x y z (Å)
1 C -1.660 1.187 0.567
2 C -0.254 -1.583 0.071
3 C -0.750 0.803 -0.617
4 C 0.230 -0.298 -0.438
5 O 2.387 1.497 -0.181
6 O 2.936 -0.989 0.187
7 P 1.743 0.218 -0.048
8 H -2.189 2.119 0.336
9 H -1.110 1.328 1.539
10 H -2.414 0.438 0.437
11 H -0.745 -2.224 -0.622
12 H -0.958 -1.730 0.905
13 H 0.609 -2.253 0.430
14 H -1.450 0.461 -1.440
15 H -0.192 1.717 -1.083
16 H 3.818 -0.690 -0.043

E_HOMO ... -8.678 eV
ΔE to the lowest compared entry with this formula, charge and spin ... 2.279 eV
Frontier orbital gap ... 8.86 eV



8.
One molecule with the formula C7H12OS2 at a distorted geometry, computed with ωB97M-V/def2-TZVPD.

Element x y z (Å)
1 C 0.148 -1.860 0.504
2 C 1.129 -2.261 -0.545
3 C -1.832 1.974 0.647
4 C -1.825 0.510 0.862
5 C -0.474 2.597 0.653
6 C -0.165 0.647 -1.267
7 C 2.268 -1.604 -0.664
8 O 3.173 -1.888 -1.682
9 S -1.117 -0.627 -0.519
10 S 0.860 1.546 -0.093
11 H -0.157 -2.833 0.962
12 H 0.610 -1.270 1.225
13 H 0.994 -3.067 -1.244
14 H -2.323 2.118 -0.373
15 H -2.359 2.324 1.488
16 H -1.074 0.136 1.662
17 H -2.853 0.049 0.966
18 H -0.687 3.527 0.118
19 H -0.007 2.927 1.647
20 H 0.498 0.238 -1.909
21 H 2.583 -0.812 -0.069
22 H 2.610 -2.370 -2.370

E_HOMO ... -7.066 eV
ΔE to the lowest compared entry with this formula, charge and spin ... 4.034 eV
Frontier orbital gap ... 7.72 eV



9.
A 12-piece molecular cluster, C21H43N12O27P overall at a distorted geometry, computed with ωB97M-V/def2-TZVPD.

Element x y z (Å)
1 C -0.750 3.670 -4.235
2 P -1.142 3.096 -2.415
3 O -2.476 1.937 -2.419
4 C 0.486 2.186 -1.891
5 C 1.281 1.399 -3.120
6 C 2.697 0.639 -2.779
7 C 3.300 0.655 -1.232
8 C 4.708 -0.039 -0.759
9 O 5.786 0.216 -1.732
10 O 5.804 1.468 -2.108
11 C 2.400 1.434 -0.104
12 C 0.990 2.239 -0.332
13 C 0.366 2.929 1.017
14 O -0.743 3.661 1.183
15 N 1.397 2.463 2.067
16 C 2.593 1.664 1.508
17 O 3.561 1.246 2.331
18 H -0.932 2.743 -4.942
19 H 0.410 3.913 -4.228
20 H -1.346 4.631 -4.538
21 H -2.632 1.622 -1.465
22 H 0.861 1.367 -4.227
23 H 3.302 0.096 -3.627
24 H 5.035 0.501 0.254
25 H 4.513 -1.193 -0.568
26 H 6.729 1.873 -1.976
27 H 1.769 3.206 2.698
28 C 0.914 -2.276 -4.914
29 N -0.103 -1.194 -5.016
30 O 0.282 -0.093 -5.427
31 O -1.258 -1.480 -4.681
32 H 1.880 -1.885 -5.239
33 H 0.957 -2.590 -3.869
34 H 0.591 -3.094 -5.561
35 C -3.813 1.939 1.652
36 N -3.514 0.592 1.094
37 O -4.216 -0.349 1.483
38 O -2.585 0.518 0.282
39 H -4.649 1.856 2.349
40 H -2.915 2.289 2.166
41 H -4.071 2.592 0.815
42 C -0.874 1.325 4.708
43 N -2.256 0.861 5.006
44 O -2.383 -0.032 5.852
45 O -3.174 1.407 4.383
46 H -0.171 0.762 5.325
47 H -0.688 1.144 3.647
48 H -0.826 2.390 4.943
49 C -2.479 -1.125 8.632
50 N -3.084 -0.974 9.982
51 O -3.640 -1.966 10.468
52 O -2.985 0.137 10.517
53 H -2.641 -2.148 8.284
54 H -2.970 -0.410 7.968
55 H -1.412 -0.914 8.723
56 C -0.704 -3.104 3.440
57 N 0.000 -2.153 4.341
58 O -0.033 -2.392 5.554
59 O 0.567 -1.193 3.806
60 H -1.155 -3.895 4.043
61 H -1.472 -2.542 2.904
62 H 0.037 -3.518 2.753
63 C -7.202 -0.634 3.281
64 N -8.219 0.447 3.179
65 O -7.834 1.548 2.768
66 O -9.374 0.161 3.514
67 H -6.236 -0.243 2.956
68 H -7.159 -0.948 4.326
69 H -7.525 -1.452 2.634
70 C 2.071 -6.206 -4.793
71 N 2.775 -5.256 -3.892
72 O 2.742 -5.495 -2.679
73 O 3.342 -4.296 -4.427
74 H 1.620 -6.997 -4.190
75 H 1.303 -5.645 -5.329
76 H 2.812 -6.620 -5.480
77 C -1.742 -2.903 -1.372
78 N -0.635 -3.893 -1.471
79 O -0.394 -4.575 -0.469
80 O -0.040 -3.958 -2.553
81 H -2.173 -2.955 -0.370
82 H -1.317 -1.915 -1.558
83 H -2.486 -3.164 -2.126
84 C 4.197 -3.503 2.039
85 N 2.709 -3.529 2.072
86 O 2.113 -2.748 1.320
87 O 2.182 -4.331 2.851
88 H 4.521 -2.755 1.314
89 H 4.543 -3.244 3.042
90 H 4.537 -4.498 1.746
91 C 9.076 4.029 -4.709
92 N 7.891 3.567 -3.937
93 O 6.841 3.389 -4.565
94 O 8.048 3.397 -2.722
95 H 8.794 4.136 -5.758
96 H 9.386 4.989 -4.293
97 H 9.858 3.275 -4.594
98 C -4.903 4.542 -4.470
99 N -4.198 5.493 -3.569
100 O -4.232 5.253 -2.356
101 O -3.631 6.452 -4.104
102 H -5.354 3.751 -3.867
103 H -5.671 5.103 -5.006
104 H -4.162 4.128 -5.157

SMILES string ... CP(O)c1ccc(COO)c2c1C(=O)NC2=O.C[N+](=O)[O-].C[N+](=O)[O-].C[N+](=O)[O-].C[N+](=O)[O-].C[N+](=O)[O-].C[N+](=O)[O-].C[N+](=O)[O-].C[N+](=O)[O-].C[N+](=O)[O-].C[N+](=O)[O-].C[N+](=O)[O-]
E_HOMO ... -8.041 eV
Frontier orbital gap ... 6.52 eV